This record from the Open Molecules 2025 dataset describes C43H36BO3P2Yb as an isolated structure. The level of theory is ωB97M-V/def2-TZVPD.

Element x y z (Å)
Yb (0.86535, 0.88130, -1.88593)
P (-0.55642, 2.59541, -0.50866)
C (-0.13226, -0.79139, 0.26703)
O (-1.23083, -0.13939, 0.36497)
P (-0.34855, -2.56510, -0.22521)
C (-0.52053, 3.46491, 1.05109)
C (-2.01683, 3.21179, -1.39271)
C (0.91389, 3.25696, -1.40002)
C (1.22021, -3.34497, -0.57825)
C (-1.08623, -3.40580, 1.18663)
C (-1.40818, -2.77784, -1.66235)
C (0.53257, 4.31875, 1.40467)
C (0.51842, 4.92721, 2.65299)
C (-0.55136, 4.72540, 3.52715)
C (-1.59124, 3.86423, 3.16796)
C (-1.57587, 3.21154, 1.94162)
H (1.34639, 4.50177, 0.70553)
H (1.34721, 5.57160, 2.93075)
H (-0.57262, 5.24454, 4.48557)
H (-2.42601, 3.70058, 3.84208)
H (-2.35086, 2.49962, 1.64722)
C (2.17537, 2.71926, -0.99038)
C (3.24307, 2.75580, -1.88946)
C (3.12705, 3.48104, -3.07448)
C (1.90918, 4.03666, -3.45439)
C (0.78106, 3.86306, -2.66253)
H (2.27834, 2.25122, 0.00164)
H (4.19747, 2.31060, -1.60262)
H (4.00126, 3.63872, -3.70686)
H (1.83043, 4.62089, -4.37373)
H (-0.19743, 4.26145, -2.96019)
C (-2.52541, 4.49830, -1.16706)
C (-3.63256, 4.92842, -1.90638)
C (-4.23909, 4.07549, -2.82821)
C (-3.73916, 2.78358, -3.02873)
C (-2.62342, 2.34331, -2.32505)
H (-2.05391, 5.14551, -0.42627)
H (-4.01038, 5.93533, -1.75389)
H (-5.10599, 4.41319, -3.39477)
H (-4.21363, 2.11205, -3.74023)
H (-2.21492, 1.33518, -2.47812)
C (-2.38308, -3.96133, 1.12137)
C (-2.93425, -4.56566, 2.25175)
C (-2.23314, -4.60539, 3.45607)
C (-0.95411, -4.03619, 3.53202)
C (-0.38518, -3.44477, 2.39563)
H (-2.93832, -3.93513, 0.18248)
H (-3.92839, -5.01106, 2.18460)
H (-2.67526, -5.06418, 4.34452)
H (-0.39270, -4.05013, 4.46275)
H (0.61240, -3.01498, 2.46194)
C (2.14498, -2.69167, -1.39851)
C (3.37123, -3.28675, -1.66460)
C (3.67249, -4.54014, -1.11960)
C (2.73699, -5.20767, -0.32654)
C (1.49891, -4.62096, -0.06542)
H (1.91975, -1.70622, -1.83058)
H (4.08606, -2.75706, -2.29483)
H (4.63742, -5.00118, -1.32521)
H (2.95661, -6.18586, 0.10617)
H (0.75948, -5.13707, 0.54944)
C (-1.23429, -3.85194, -2.56066)
C (-2.21725, -4.12392, -3.51542)
C (-3.34700, -3.30480, -3.61915)
C (-3.44956, -2.16039, -2.81991)
C (-2.49274, -1.90124, -1.83862)
H (-0.34379, -4.48291, -2.49864)
H (-2.10590, -4.98306, -4.17627)
H (-4.14068, -3.54823, -4.32764)
H (-4.28544, -1.46919, -2.94390)
H (-2.58735, -1.03542, -1.18241)
H (1.92951, -0.10686, -3.44053)
H (1.19302, -0.06069, -3.76333)
O (2.12355, -1.28106, 1.46616)
B (1.20012, -0.33940, 0.92486)
O (1.34527, 0.90971, 1.65664)
C (2.10529, 0.59457, 2.75709)
C (2.34516, 1.33862, 3.90322)
C (3.02121, 0.70081, 4.96049)
C (3.48612, -0.60673, 4.83802)
C (3.21866, -1.35710, 3.68954)
C (2.54433, -0.72986, 2.64458)
H (2.00898, 2.37787, 3.95412)
H (3.17335, 1.24936, 5.88896)
H (4.05681, -1.06425, 5.64296)
H (3.51708, -2.40067, 3.57595)

Computed properties:
Net charge = +2
Highest occupied orbital energy (spin up / spin down) = -12.12 / -12.92 eV
Frontier orbital gap (spin up / spin down) = 0.2185 / 0.2479 Ha
Spin multiplicity = 2
Energy = -102087.278 eV